[1]
14 unconnected molecules or ions with the total composition C46H116N10O14. Source: the OMol25 dataset; level of theory: ωB97M-V with the def2-TZVPD basis set.

* LUMO level: 0.0133 hartree
* charge: 0
* gap between HOMO and LUMO: 8.26 eV

Each line ends with the Löwdin charge.
Element x y z (Å)
O: -26.04 6.46 -5.27  -0.005
O: -22.32 3.64 -1.09  -0.136
O: -21.37 10.50 -2.29  -0.137
O: -25.52 12.84 -8.24  -0.040
O: -20.97 11.27 -5.04  -0.080
O: -31.82 7.97 -1.94  0.026
O: -24.05 5.83 -0.94  -0.223
O: -28.53 10.33 -2.84  -0.060
O: -28.61 6.10 -5.06  -0.162
O: -29.38 13.03 -1.63  0.006
O: -31.95 9.82 0.22  -0.141
O: -24.28 6.96 -7.08  -0.164
O: -21.91 8.31 -0.11  -0.159
O: -20.85 3.92 -3.80  -0.052
N: -26.44 12.73 -9.28  -0.092
N: -21.75 12.16 -5.82  -0.083
N: -20.92 5.04 -4.72  -0.066
N: -31.57 12.81 -1.09  0.177
N: -27.19 10.00 -3.19  -0.087
N: -29.65 7.35 -2.50  0.169
N: -31.39 6.35 -3.52  0.138
N: -25.89 5.79 -3.09  0.223
N: -29.94 11.89 0.19  0.146
N: -24.08 6.67 -4.12  0.201
C: -31.40 9.12 1.35  -0.140
C: -22.24 14.50 -6.38  -0.120
C: -28.08 10.16 -5.56  0.007
C: -26.09 11.80 -1.70  0.009
C: -24.51 10.06 -3.89  -0.167
C: -27.45 13.11 -11.80  -0.200
C: -22.74 2.27 -1.12  -0.128
C: -25.55 9.88 -4.99  -0.115
C: -21.79 10.40 -7.54  -0.013
C: -20.48 6.55 -2.94  -0.029
C: -24.28 6.86 -8.45  -0.187
C: -30.28 12.61 -0.92  -0.718
C: -21.95 14.20 -7.83  -0.209
C: -27.00 11.71 -11.42  -0.151
C: -26.97 14.01 -9.54  -0.518
C: -20.92 4.49 -6.12  -0.483
C: -20.02 10.82 -2.18  -0.167
C: -25.00 9.53 -2.55  -0.117
C: -25.91 11.83 -10.37  -0.469
C: -18.62 5.59 -4.16  -0.039
C: -28.11 13.79 -10.65  -0.115
C: -24.56 5.56 0.39  -0.119
C: -26.89 10.47 -4.55  -0.452
C: -27.71 14.51 -8.29  -0.016
C: -20.04 7.28 -5.39  -0.100
C: -25.95 15.06 -9.99  -0.024
C: -29.47 6.44 -6.16  -0.140
C: -26.24 10.29 -2.07  -0.426
C: -19.82 12.04 -7.30  -0.019
C: -22.53 13.49 -4.01  -0.024
C: -22.23 3.67 -6.39  -0.008
C: -31.00 7.28 -2.53  -0.616
C: -20.92 5.70 -7.04  -0.153
C: -22.96 8.86 0.72  -0.124
C: -25.42 6.36 -4.21  -0.611
C: -22.15 12.77 -8.12  -0.175
C: -26.99 9.56 -0.86  -0.015
C: -20.17 13.97 -4.88  -0.026
C: -25.63 10.45 -9.70  -0.027
C: -19.74 3.56 -6.40  -0.034
C: -24.60 12.22 -11.05  -0.032
C: -19.80 6.67 -6.78  -0.183
C: -20.02 6.13 -4.32  -0.531
C: -21.66 13.56 -5.28  -0.441
C: -21.33 11.85 -7.24  -0.480
C: -26.67 12.02 -4.69  -0.017
H: -30.96 5.47 -3.50  0.084
H: -22.94 3.99 -5.67  0.069
H: -25.30 15.47 -9.22  0.073
H: -29.22 6.83 -3.31  0.082
H: -28.91 13.23 -10.19  0.115
H: -29.20 5.88 -7.04  0.072
H: -21.92 3.76 -1.96  0.037
H: -26.81 12.21 -5.74  0.062
H: -22.14 1.57 -0.43  0.101
H: -22.51 3.85 -7.44  0.088
H: -31.86 9.28 -0.55  0.016
H: -19.47 13.12 -4.90  0.069
H: -21.67 10.15 -8.56  0.072
H: -25.27 8.46 -2.46  0.104
H: -23.22 7.05 -8.68  0.069
H: -21.63 10.86 -4.44  0.076
H: -21.54 6.80 -3.06  0.068
H: -25.91 11.81 -0.67  0.064
H: -26.57 13.65 -12.17  0.104
H: -25.67 12.33 -4.46  0.045
H: -27.86 10.10 -0.71  0.022
H: -25.34 5.80 -2.29  0.031
H: -19.35 11.32 -6.60  0.095
H: -28.39 13.74 -7.99  0.082
H: -23.79 9.14 0.07  0.050
H: -25.22 6.86 -6.76  0.066
H: -27.03 12.31 -1.81  0.050
H: -22.75 14.53 -3.65  0.105
H: -19.57 10.30 -1.38  0.074
H: -19.95 7.45 -2.64  0.092
H: -27.42 12.57 -4.13  0.086
H: -23.35 14.53 -6.40  0.124
H: -22.64 1.81 -2.16  0.103
H: -30.52 9.65 1.78  0.081
H: -18.74 6.32 -6.87  0.119
H: -24.92 4.53 0.53  0.084
H: -20.85 5.36 -8.13  0.149
H: -21.24 9.72 -6.92  0.043
H: -28.28 9.12 -5.45  0.050
H: -20.11 14.43 -3.91  0.064
H: -21.97 12.92 -3.28  0.062
H: -26.70 11.08 -12.27  0.130
H: -22.30 7.54 -0.60  0.069
H: -30.50 10.99 0.22  0.071
H: -27.69 6.13 -5.33  0.008
H: -28.14 15.44 -8.40  0.061
H: -22.15 2.62 -6.25  0.061
H: -24.81 10.49 -9.06  0.042
H: -23.49 12.97 -4.23  0.066
H: -18.85 4.09 -6.45  0.027
H: -28.48 14.81 -10.92  0.129
H: -29.53 7.51 -6.37  0.066
H: -19.20 7.86 -4.98  0.121
H: -23.58 9.66 -4.18  0.081
H: -22.53 14.83 -8.45  0.099
H: -20.39 5.73 -2.16  0.107
H: -23.59 6.20 -3.32  0.099
H: -24.53 12.85 -11.94  0.082
H: -32.08 9.02 2.14  0.050
H: -23.36 8.20 1.52  0.074
H: -25.23 14.77 -10.77  0.073
H: -17.97 6.46 -4.01  0.094
H: -25.46 9.81 -10.56  0.088
H: -29.32 8.30 -2.27  0.090
H: -23.76 5.79 1.16  0.092
H: -18.54 4.97 -3.26  0.085
H: -25.34 12.32 -2.31  0.071
H: -24.20 9.72 -1.81  0.102
H: -26.87 5.65 -3.15  0.096
H: -21.81 12.65 -9.16  0.129
H: -27.86 11.18 -11.03  0.117
H: -20.97 7.83 -5.45  0.106
H: -28.99 10.77 -5.37  0.093
H: -28.93 11.79 0.12  0.084
H: -19.91 3.11 -7.41  0.111
H: -26.51 9.58 0.12  0.079
H: -28.56 11.28 -2.66  0.056
H: -27.60 10.38 -6.49  0.063
H: -26.98 14.47 -7.46  0.084
H: -30.52 6.17 -5.93  0.062
H: -31.78 13.20 -1.99  0.107
H: -28.21 12.92 -12.59  0.121
H: -23.61 6.67 -4.99  0.059
H: -19.46 10.67 -3.12  0.083
H: -21.95 15.51 -6.17  0.107
H: -24.93 13.58 -8.44  0.057
H: -24.80 7.75 -8.89  0.075
H: -25.61 8.82 -5.12  0.078
H: -27.14 8.53 -1.17  0.073
H: -19.92 3.66 -3.84  0.075
H: -32.30 12.74 -0.35  0.138
H: -31.08 8.09 1.12  0.090
H: -21.54 9.75 -1.67  0.069
H: -19.62 13.06 -6.97  0.059
H: -26.40 10.21 -9.01  0.074
H: -20.90 14.37 -8.07  0.116
H: -19.99 11.85 -2.04  0.054
H: -26.43 16.00 -10.28  0.087
H: -21.89 6.23 -6.96  0.104
H: -23.75 2.07 -0.80  0.057
H: -19.78 7.53 -7.53  0.127
H: -18.21 4.93 -4.96  0.083
H: -24.27 11.11 -3.73  0.072
H: -24.60 5.89 -8.94  0.095
H: -32.37 6.27 -3.64  0.083
H: -19.78 14.74 -5.62  0.089
H: -22.83 10.18 -7.17  0.098
H: -25.22 10.29 -5.98  0.137
H: -23.22 12.47 -8.03  0.110
H: -24.03 11.28 -11.27  0.104
H: -23.37 5.07 -1.17  0.089
H: -19.41 11.91 -8.28  0.077
H: -22.47 9.75 1.15  0.094
H: -25.36 6.30 0.51  0.080
H: -24.05 12.73 -10.31  0.038
H: -19.65 2.79 -5.63  0.087

***

[2]
11 unconnected molecules or ions with the total composition C46H124N10O14. Source: the OMol25 dataset; level of theory: ωB97M-V with the def2-TZVPD basis set.

* LUMO level: 0.0167 hartree
* charge: 0
* relative energy (zero: lowest compared OMol25 entry of this formula, charge and spin): 49.64 kcal per mole
* gap between HOMO and LUMO: 9.17 eV

Each line ends with the Löwdin charge.
Element x y z (Å)
O: -2.16 -9.88 8.84  -0.205
O: -6.22 -18.55 1.90  -0.173
O: -9.81 -19.46 4.96  -0.084
O: -0.48 -13.35 3.23  -0.194
O: -3.28 -16.17 -0.21  -0.212
O: -9.55 -16.42 8.23  -0.221
O: 0.50 -12.47 -2.69  -0.207
O: -2.75 -18.90 4.69  -0.189
O: -5.95 -15.45 5.16  -0.257
O: -4.03 -12.45 -0.88  -0.198
O: -3.66 -9.92 -4.68  -0.207
O: -10.31 -11.06 3.99  -0.171
O: -5.20 -16.75 11.45  -0.188
O: -7.81 -21.32 6.48  -0.073
N: -2.53 -19.59 -1.30  0.039
N: -8.47 -16.36 3.88  0.061
N: -3.49 -12.86 -3.84  -0.030
N: -3.97 -19.25 12.30  0.033
N: -0.70 -20.36 3.77  0.047
N: -4.65 -10.97 8.97  0.038
N: -4.47 -12.31 3.89  0.054
N: 1.58 -12.74 0.82  -0.084
N: -9.37 -19.14 7.93  0.043
N: -7.67 -10.39 3.22  0.035
C: -5.72 -17.51 12.53  -0.214
C: -6.50 -15.81 6.40  -0.102
C: -4.67 -18.35 13.23  -0.420
C: -5.79 -14.07 4.83  -0.161
C: -2.74 -12.78 -1.42  -0.217
C: -2.94 -13.59 -2.67  -0.194
C: -4.82 -9.40 -5.31  -0.114
C: -3.60 -17.45 13.91  -0.052
C: -1.72 -18.15 4.07  -0.196
C: -6.17 -16.23 10.58  -0.122
C: -8.03 -16.99 2.65  -0.396
C: 1.14 -11.54 -3.53  -0.115
C: -3.23 -17.29 -1.11  -0.163
C: -0.09 -12.12 2.64  -0.222
C: -10.52 -18.59 8.67  -0.388
C: 0.78 -18.42 3.37  -0.065
C: -6.63 -17.63 2.88  -0.227
C: -10.21 -18.66 10.17  -0.063
C: -1.00 -18.22 -0.04  -0.050
C: -2.24 -11.21 8.33  -0.196
C: -2.48 -18.43 -0.40  -0.441
C: -7.59 -20.40 5.43  -0.254
C: -8.71 -20.20 4.41  -0.208
C: 0.90 -12.24 -0.35  -0.213
C: -11.35 -11.68 4.69  -0.119
C: 1.31 -12.94 -1.63  -0.203
C: -3.06 -11.00 -5.40  -0.226
C: -3.94 -11.71 0.30  -0.112
C: -9.64 -11.83 3.04  -0.233
C: -3.48 -11.85 8.98  -0.429
C: -4.90 -19.07 1.98  -0.087
C: -3.69 -14.59 3.51  -0.054
C: -3.86 -13.20 8.35  -0.065
C: -8.60 -11.01 2.28  -0.401
C: 1.29 -12.04 2.07  -0.206
C: -3.71 -18.02 5.22  -0.120
C: -7.85 -11.87 1.24  -0.050
C: -0.37 -14.48 2.40  -0.107
C: -2.46 -12.02 -4.44  -0.218
C: -0.83 -9.40 8.87  -0.117
C: -10.77 -17.15 8.18  -0.180
C: -9.34 -15.62 9.40  -0.090
C: -7.92 -15.88 1.59  -0.052
C: -0.39 -18.97 4.18  -0.407
C: -4.59 -15.70 0.09  -0.091
C: -4.93 -13.68 3.62  -0.387
H: -6.96 -9.80 2.80  0.066
H: -0.85 -11.93 1.86  0.109
H: -3.20 -12.10 10.01  0.135
H: 1.11 -11.16 -0.50  0.122
H: -3.96 -15.56 3.10  0.062
H: -2.35 -11.13 7.24  0.126
H: -0.73 -19.11 0.54  0.057
H: -2.19 -11.85 -1.59  0.113
H: -3.75 -11.39 -6.15  0.117
H: -1.70 -12.57 -5.00  0.123
H: -7.44 -15.28 6.59  0.094
H: -1.12 -14.34 1.61  0.079
H: -5.10 -16.44 0.72  0.069
H: -7.59 -16.30 0.64  0.078
H: -5.46 -13.86 2.68  0.111
H: -8.16 -12.90 1.06  0.058
H: -3.55 -12.36 1.11  0.069
H: -4.76 -10.47 8.10  0.079
H: -3.22 -13.96 8.80  0.077
H: 0.47 -10.88 -4.08  0.082
H: -0.09 -10.10 9.28  0.083
H: -8.57 -21.03 7.01  0.053
H: -10.44 -19.66 10.54  0.074
H: -4.92 -13.44 8.41  0.060
H: -2.00 -14.07 -2.90  0.121
H: -5.93 -16.78 2.90  0.099
H: -3.48 -12.40 4.13  0.068
H: -11.70 -11.12 5.55  0.084
H: 1.63 -19.06 3.64  0.079
H: 0.63 -14.67 2.01  0.081
H: -3.39 -10.77 0.13  0.099
H: -9.14 -18.58 10.37  0.064
H: -9.63 -19.27 6.96  0.033
H: -10.35 -12.32 2.36  0.130
H: -2.98 -14.19 2.79  0.050
H: -5.70 -15.73 7.15  0.084
H: -2.77 -17.24 13.24  0.073
H: 1.59 -10.98 2.00  0.117
H: -0.76 -17.29 0.47  0.068
H: 1.65 -10.77 -2.94  0.088
H: -4.25 -17.61 -1.34  0.124
H: -0.71 -15.37 2.93  0.070
H: -3.71 -14.35 -2.47  0.108
H: -0.17 -12.21 -0.11  0.092
H: -3.20 -14.74 4.48  0.092
H: -0.74 -8.50 9.48  0.085
H: -4.34 -11.73 3.07  0.052
H: -3.37 -17.20 5.86  0.092
H: -8.69 -18.38 7.87  0.067
H: -10.77 -17.93 10.77  0.073
H: -5.20 -15.48 -0.79  0.094
H: -7.44 -19.44 5.96  0.099
H: 0.98 -17.40 3.69  0.072
H: -2.08 -20.34 -0.77  0.071
H: -8.68 -16.99 4.65  0.060
H: -6.76 -15.44 11.06  0.090
H: -0.18 -11.34 3.38  0.125
H: 1.14 -14.01 -1.49  0.126
H: -5.04 -8.55 -4.66  0.087
H: -0.56 -9.15 7.84  0.088
H: -4.46 -10.20 9.60  0.068
H: -8.95 -15.50 1.50  0.076
H: -7.19 -11.06 3.82  0.059
H: -6.63 -20.67 4.98  0.120
H: -4.52 -18.53 5.74  0.089
H: -3.60 -13.12 7.29  0.059
H: -4.58 -19.58 11.55  0.069
H: -0.43 -18.29 -0.97  0.082
H: -6.80 -16.98 10.10  0.081
H: -4.23 -12.30 -3.43  0.105
H: -9.14 -12.70 3.49  0.120
H: -1.01 -20.25 2.81  0.058
H: -4.97 -11.41 0.52  0.072
H: -11.01 -17.26 7.12  0.121
H: -12.26 -11.69 4.07  0.084
H: -7.34 -14.98 1.82  0.055
H: -5.61 -15.67 9.83  0.074
H: -8.44 -15.03 9.26  0.079
H: -10.22 -19.07 4.19  0.088
H: -2.69 -16.95 -1.99  0.126
H: -9.10 -10.16 1.82  0.136
H: -3.95 -16.47 14.21  0.075
H: 2.37 -12.77 -1.86  0.123
H: -5.60 -13.43 5.69  0.113
H: -8.83 -17.70 2.44  0.131
H: -2.19 -13.41 -0.71  0.111
H: -6.86 -13.91 4.59  0.112
H: 2.03 -12.48 2.75  0.129
H: -4.75 -19.47 0.98  0.085
H: -4.28 -17.52 4.42  0.051
H: -1.35 -11.77 8.62  0.122
H: -4.91 -19.89 2.70  0.095
H: -6.80 -16.86 6.48  0.076
H: 2.51 -13.10 0.74  0.114
H: 1.88 -12.06 -4.14  0.093
H: -1.96 -11.35 -3.73  0.102
H: -6.51 -18.11 12.05  0.116
H: -3.51 -19.83 -1.44  0.067
H: -9.01 -21.18 4.03  0.128
H: -9.25 -16.24 10.29  0.066
H: -4.61 -9.02 -6.31  0.086
H: -5.18 -18.94 13.99  0.131
H: -7.69 -15.76 4.16  0.034
H: -6.16 -16.88 13.31  0.125
H: -3.26 -17.99 14.79  0.073
H: -6.64 -18.08 3.88  0.106
H: -11.15 -12.73 4.94  0.085
H: -1.62 -17.19 4.59  0.113
H: -1.92 -17.97 3.01  0.112
H: -4.07 -18.44 2.31  0.067
H: -0.05 -18.93 5.21  0.134
H: -6.79 -11.89 1.52  0.036
H: -7.81 -11.42 0.25  0.076
H: -8.26 -19.59 3.62  0.092
H: -2.30 -10.55 -6.05  0.117
H: -5.66 -10.11 -5.29  0.088
H: -4.37 -14.76 0.59  0.072
H: -1.56 -20.63 4.25  0.062
H: 0.75 -18.48 2.28  0.056
H: -3.36 -18.62 11.78  0.060
H: -11.35 -19.24 8.38  0.138
H: -11.53 -16.62 8.76  0.122
H: -10.21 -14.96 9.49  0.092
H: -3.00 -18.60 0.56  0.082